Formula: C4H13N2PS
Source: the Open Molecules 2025 dataset
Level of theory: the ωB97M-V functional and the def2-TZVPD basis

```
21
Properties=species:S:1:pos:R:3:forces:R:3:lowdin_charge:R:1
C -0.97834 -1.86422 -1.88093 0.702 0.357 -2.620 -0.214
C 0.85314 1.85820 1.67921 0.562 2.640 0.711 -0.199
C -1.29777 -0.92636 -0.74540 0.760 2.223 -2.703 -0.366
C -0.16377 0.92529 1.09701 -1.569 0.064 0.499 -0.465
N 2.71367 -0.59594 0.27339 0.366 2.069 1.719 -0.062
N 1.41270 -0.87821 0.03708 -2.055 -0.511 -0.249 -0.316
P 0.20711 0.25268 -0.52216 0.304 -0.298 -0.687 0.894
S 2.81282 1.58406 -1.64005 -0.381 0.100 -0.057 -0.061
H -0.51451 -2.75051 -1.58432 1.296 -1.397 0.595 0.031
H -1.83474 -2.25789 -2.43910 -0.326 0.413 0.333 0.067
H -0.32924 -1.37865 -2.74123 -1.076 -0.732 1.904 0.114
H 0.42352 2.48608 2.46841 -0.453 -0.163 -0.013 0.064
H 1.68380 1.41076 2.26959 -0.317 -0.191 -1.091 0.083
H 1.21030 2.65821 0.97561 0.098 -1.089 0.346 0.065
H -1.58887 -1.30855 0.18293 -0.484 -0.946 1.258 0.053
H -2.13919 -0.38787 -1.24997 0.614 0.534 1.291 0.093
H -1.26795 1.21465 1.12202 1.528 0.236 0.015 0.109
H -0.08000 0.05089 1.70214 -0.479 -0.896 0.541 0.059
H 2.74870 0.42079 0.42852 0.508 -0.447 0.209 -0.040
H 3.38190 -0.78826 -0.43280 0.377 -0.433 -1.411 0.034
H 1.28786 -1.73840 -0.41329 0.026 -1.534 -0.588 0.057
```
Forces are in eV/Å.

M (g mol⁻¹): 152.2
Charge: 0
Frontier orbital gap (spin up / spin down) (eV): 5.91 / 6.55
Energy above the lowest of the compared OMol25 structures with the same formula, charge and spin (eV): 4.415

Formula: C4H34HgO14V
Source: the Open Molecules 2025 dataset
Level of theory: the ωB97M-V functional and the def2-TZVPD basis

```
54
Properties=species:S:1:pos:R:3:forces:R:3:mulliken_spin:R:1
Hg -2.02277 1.84269 1.99280 0.239 0.291 0.131 0.709
V -2.82834 -1.13765 0.32228 1.675 2.776 3.093 2.900
C 1.45300 0.32613 0.36347 -0.195 -0.297 1.064 -0.021
C 0.02217 -0.01505 -0.08184 1.601 0.196 -1.606 -0.036
O -0.95233 -0.03720 0.91633 -2.550 -1.632 -0.820 -0.073
H 1.80646 -0.20176 1.24918 -0.613 -0.305 0.372 0.002
H 1.51868 1.37640 0.64757 0.269 -0.131 -0.356 0.004
H 2.21122 -0.02290 -0.33752 -0.279 0.687 -0.624 -0.002
H 0.08945 -0.88119 -0.74014 -0.191 -1.211 0.771 0.010
H -0.19053 0.63642 -0.92945 -0.455 1.119 0.338 0.025
C -4.65027 -0.53103 4.03501 0.139 0.420 0.550 -0.031
C -4.96562 -0.18065 2.58143 -0.406 -0.440 0.844 0.003
O -3.76876 0.12092 1.90266 0.893 -1.880 -2.633 -0.506
H -5.56691 -0.85199 4.52983 0.014 -0.114 -0.062 -0.001
H -4.31744 0.36702 4.55542 -0.073 0.145 -0.017 0.003
H -3.85795 -1.25803 4.21334 -0.176 -0.274 -0.463 -0.001
H -5.67660 0.64474 2.61846 0.373 0.617 -0.250 -0.032
H -5.55115 -0.96161 2.09631 0.355 -0.451 -0.329 -0.005
O 1.85122 -0.18732 -3.33397 -0.029 0.022 0.179 0.000
H 1.63221 -1.01754 -2.91087 0.189 -0.165 0.146 0.000
H 1.30862 -0.16927 -4.12232 0.019 0.307 -0.423 0.000
O -1.68702 0.15776 -3.59536 0.069 -0.551 0.120 0.002
H -1.81165 -0.76434 -3.81991 -0.249 -0.144 -0.401 0.000
H -2.26239 0.30168 -2.84405 -0.227 0.361 0.067 0.005
O 2.94544 2.28379 -2.38361 -0.731 0.674 0.386 0.000
H 3.66564 1.80263 -1.97616 0.607 -0.199 0.073 0.000
H 2.39789 1.60603 -2.77993 -0.095 -0.189 -0.358 0.000
O 1.40285 -3.77122 -0.05143 -0.566 0.072 -0.085 0.000
H 1.22909 -2.98260 -0.56536 0.136 0.320 -0.100 0.000
H 2.26027 -4.07063 -0.35379 0.388 -0.252 0.100 0.000
O -0.15702 2.38123 -3.31347 0.000 0.335 0.018 0.000
H 0.13940 2.22510 -2.41681 0.321 0.200 0.228 0.003
H -0.54523 1.54985 -3.58608 -0.044 -0.077 -0.193 0.000
O -1.98695 -2.40641 -1.18980 -1.989 0.587 1.124 -0.004
H -1.15210 -2.46775 -1.65401 1.787 0.286 -0.568 0.003
H -2.59703 -2.91388 -1.72508 -0.399 -0.545 -0.207 0.001
O 1.43379 3.70426 -0.23445 -0.715 -0.205 0.905 0.000
H 1.74994 4.28809 -0.92395 0.130 0.212 -0.270 0.000
H 1.85971 2.86637 -0.41547 0.520 -0.094 -0.626 0.001
O 0.79678 -2.84371 2.76207 -0.333 0.082 0.264 0.000
H 0.99213 -1.91146 2.66718 0.034 0.252 0.117 0.000
H 0.65381 -3.15126 1.86697 0.290 -0.347 -0.346 0.001
O -0.06976 3.00636 2.17496 -0.204 -0.115 0.431 0.043
H 0.40795 3.15722 2.99061 0.061 -0.205 0.678 -0.006
H 0.49467 3.37378 1.49478 0.353 0.523 -1.330 0.000
O 0.27456 -2.42725 -2.66167 -0.634 -0.161 0.540 0.000
H -0.04058 -2.10613 -3.50654 0.056 0.239 -0.505 0.000
H 0.41404 -3.36436 -2.79797 0.400 -0.685 -0.109 0.000
O 5.06317 1.01319 -1.26682 -0.054 -0.195 0.221 0.000
H 5.97968 1.27993 -1.33810 0.290 0.235 -0.137 0.000
H 5.09084 0.18494 -0.78779 0.043 -0.218 0.102 0.000
O 1.46962 0.82633 4.15794 -0.413 0.190 -0.302 0.001
H 1.97760 0.90686 4.96522 0.129 0.003 0.352 0.000
H 2.06650 0.40447 3.53988 0.235 -0.067 -0.093 0.000
```
Forces are in eV/Å.

M (g mol⁻¹): 557.8
Charge: +2
Frontier orbital gap (spin up / spin down) (eV): 3.61 / 6.13
2S+1: 4
Energy above the lowest of the compared OMol25 structures with the same formula, charge and spin (eV): 3.984

Q: What is the formula in the first record?
A: C4H13N2PS

Repeat the first record exactly.
Formula: C4H13N2PS
Source: the Open Molecules 2025 dataset
Level of theory: the ωB97M-V functional and the def2-TZVPD basis

```
21
Properties=species:S:1:pos:R:3:forces:R:3:lowdin_charge:R:1
C -0.97834 -1.86422 -1.88093 0.702 0.357 -2.620 -0.214
C 0.85314 1.85820 1.67921 0.562 2.640 0.711 -0.199
C -1.29777 -0.92636 -0.74540 0.760 2.223 -2.703 -0.366
C -0.16377 0.92529 1.09701 -1.569 0.064 0.499 -0.465
N 2.71367 -0.59594 0.27339 0.366 2.069 1.719 -0.062
N 1.41270 -0.87821 0.03708 -2.055 -0.511 -0.249 -0.316
P 0.20711 0.25268 -0.52216 0.304 -0.298 -0.687 0.894
S 2.81282 1.58406 -1.64005 -0.381 0.100 -0.057 -0.061
H -0.51451 -2.75051 -1.58432 1.296 -1.397 0.595 0.031
H -1.83474 -2.25789 -2.43910 -0.326 0.413 0.333 0.067
H -0.32924 -1.37865 -2.74123 -1.076 -0.732 1.904 0.114
H 0.42352 2.48608 2.46841 -0.453 -0.163 -0.013 0.064
H 1.68380 1.41076 2.26959 -0.317 -0.191 -1.091 0.083
H 1.21030 2.65821 0.97561 0.098 -1.089 0.346 0.065
H -1.58887 -1.30855 0.18293 -0.484 -0.946 1.258 0.053
H -2.13919 -0.38787 -1.24997 0.614 0.534 1.291 0.093
H -1.26795 1.21465 1.12202 1.528 0.236 0.015 0.109
H -0.08000 0.05089 1.70214 -0.479 -0.896 0.541 0.059
H 2.74870 0.42079 0.42852 0.508 -0.447 0.209 -0.040
H 3.38190 -0.78826 -0.43280 0.377 -0.433 -1.411 0.034
H 1.28786 -1.73840 -0.41329 0.026 -1.534 -0.588 0.057
```
Forces are in eV/Å.

M (g mol⁻¹): 152.2
Charge: 0
Frontier orbital gap (spin up / spin down) (eV): 5.91 / 6.55
Energy above the lowest of the compared OMol25 structures with the same formula, charge and spin (eV): 4.415

Q: energy above the lowest of the compared OMol25 structures with the same formula, charge and spin of number 2 (C4H34HgO14V)?
A: 3.984 eV

Q: Which of these has the lowest M?
A: C4H13N2PS